# 1
Entry from OMol25: the ion C5H8N with charge +1 at a distorted geometry (ωB97M-V with the def2-TZVPD basis set).

Lowest unoccupied orbital energy (spin up / spin down) in hartree: -0.2153 / -0.2168
Charge: +1
Energy relative to the best compared isomer or geometry (same formula, charge and spin) in kJ/mol: 619.1
Kohn-Sham gap (spin up / spin down) in eV: 7.5 / 7.4
Highest occupied orbital energy (spin up / spin down) in hartree: -0.490 / -0.490

Bonds (Å) are listed after each position.
Geometry (Å):
1 C -1.231 0.024 -0.098  C2 1.362, C3 1.465, C4 1.473
2 C -2.531 0.064 0.307  C1 1.362, H7 1.208, H8 1.119
3 C -0.301 1.149 -0.220  C1 1.465, N6 1.543, H9 1.136
4 C -0.290 -1.096 -0.263  C1 1.473, N6 1.553, H10 1.089
5 C 1.970 -0.070 0.341  N6 1.462, H11 1.091, H12 1.049, H13 1.022
6 N 0.748 0.043 -0.454  C3 1.543, C4 1.553, C5 1.462, H14 1.046
7 H -3.028 -1.027 0.460  C2 1.208
8 H -3.071 0.942 0.744  C2 1.119
9 H -0.435 2.190 -0.657  C3 1.136
10 H 0.186 -2.030 0.030  C4 1.089
11 H 2.515 -0.881 -0.144  C5 1.091
12 H 2.634 0.692 0.060  C5 1.049
13 H 1.783 -0.127 1.345  C5 1.022
14 H 1.051 0.126 -1.452  N6 1.046

=====

# 2
Entry from OMol25: the ion C5H8N with charge +1 at a distorted geometry (ωB97M-V with the def2-TZVPD basis set).

Lowest unoccupied orbital energy in hartree: -0.1651
Charge: +1
Energy relative to the best compared isomer or geometry (same formula, charge and spin) in kJ/mol: 455.7
Kohn-Sham gap in eV: 12.9
SMILES: C[C@H]1[C@]23C[N@@+]12C3
Highest occupied orbital energy in hartree: -0.640

Bonds (Å) are listed after each position.
Geometry (Å):
1 C -1.853 -0.040 -0.136  C2 1.496, H7 1.128, H8 1.075, H9 1.138
2 C -0.510 0.611 -0.229  C1 1.496, C3 1.549, N5 1.473, H10 1.140
3 C 0.615 0.437 0.822  C2 1.549, C4 1.539, N5 1.575, C6 1.507
4 C 1.746 0.629 -0.203  C3 1.539, N5 1.458, H11 1.066, H12 1.062
5 N 0.639 -0.231 -0.603  C2 1.473, C3 1.575, C4 1.458, C6 1.479
6 C 0.682 -1.056 0.624  C3 1.507, N5 1.479, H13 1.150, H14 1.197
7 H -2.063 -0.818 0.652  C1 1.128
8 H -1.888 -0.445 -1.132  C1 1.075
9 H -2.578 0.831 -0.044  C1 1.138
10 H -0.469 1.665 -0.662  C2 1.140
11 H 1.663 1.641 -0.525  C4 1.066
12 H 2.759 0.321 -0.119  C4 1.062
13 H 1.543 -1.800 0.790  C6 1.150
14 H -0.287 -1.745 0.765  C6 1.197